{"formula": "C21H34N2O2", "method": "wB97M-V/def2-TZVPD", "symbols": ["C", "C", "C", "C", "C", "N", "C", "C", "C", "C", "N", "C", "C", "C", "C", "C", "C", "C", "O", "C", "C", "O", "C", "C", "C", "H", "H", "H", "H", "H", "H", "H", "H", "H", "H", "H", "H", "H", "H", "H", "H", "H", "H", "H", "H", "H", "H", "H", "H", "H", "H", "H", "H", "H", "H", "H", "H", "H", "H"], "positions_angstrom": [[4.930, -1.422, 3.244], [3.483, -1.147, 3.495], [2.511, -2.039, 3.632], [2.687, -3.526, 3.531], [1.098, -1.612, 3.936], [0.169, -2.143, 2.951], [-1.215, -1.976, 3.348], [-2.129, -2.716, 2.375], [-1.926, -2.193, 0.958], [-0.445, -2.322, 0.595], [-0.199, -1.953, -0.790], [1.016, -2.522, -1.330], [-0.325, -0.542, -1.105], [-0.935, -0.345, -2.504], [-1.236, 1.105, -2.739], [-2.438, 1.662, -2.335], [-2.685, 3.011, -2.520], [-1.747, 3.851, -3.108], [-1.961, 5.199, -3.295], [-3.191, 5.747, -2.899], [-0.524, 3.298, -3.526], [0.522, 3.945, -4.118], [0.416, 5.285, -4.539], [-0.299, 1.939, -3.326], [0.395, -1.568, 1.639], [5.530, -1.005, 4.053], [5.138, -2.485, 3.176], [5.249, -0.941, 2.319], [3.241, -0.094, 3.581], [2.976, -3.938, 4.498], [3.448, -3.796, 2.803], [1.741, -3.973, 3.235], [1.039, -0.511, 4.004], [0.812, -2.026, 4.910], [-1.337, -2.388, 4.353], [-1.500, -0.907, 3.380], [-1.889, -3.780, 2.409], [-3.169, -2.588, 2.684], [-2.526, -2.759, 0.244], [-2.241, -1.149, 0.911], [-0.183, -3.383, 0.680], [1.036, -2.356, -2.406], [1.023, -3.596, -1.151], [1.931, -2.087, -0.898], [0.644, -0.020, -1.055], [-0.992, -0.069, -0.384], [-0.243, -0.709, -3.263], [-1.849, -0.937, -2.558], [-3.195, 1.044, -1.876], [-3.632, 3.410, -2.194], [-3.132, 6.804, -3.154], [-3.352, 5.646, -1.820], [-4.030, 5.293, -3.437], [-0.409, 5.424, -5.242], [0.290, 5.969, -3.697], [1.359, 5.500, -5.043], [0.651, 1.549, -3.658], [1.457, -1.669, 1.403], [0.142, -0.492, 1.625]], "nbo_charge": [-0.64, -0.19, 0.02, -0.67, -0.24, -0.45, -0.21, -0.40, -0.40, -0.04, -0.45, -0.40, -0.21, -0.41, -0.02, -0.22, -0.30, 0.27, -0.52, -0.25, 0.26, -0.50, -0.24, -0.24, -0.25, 0.22, 0.21, 0.22, 0.19, 0.22, 0.21, 0.24, 0.17, 0.20, 0.20, 0.16, 0.20, 0.21, 0.22, 0.19, 0.20, 0.20, 0.20, 0.16, 0.17, 0.20, 0.20, 0.22, 0.21, 0.22, 0.20, 0.18, 0.18, 0.18, 0.18, 0.19, 0.22, 0.21, 0.16], "orbital_gap_ha": 0.319, "homo_energy_ev": -7.9, "de_lowest_kcal_mol": 49.36, "largest_force_ev_per_a": 0.506, "smiles": "C/C=C(\\C)CN1CCC[C@@H](N(C)CCc2ccc(OC)c(OC)c2)C1", "charge": 0}